The following is a DFT calculation (wB97M-V/def2-TZVPD) of a cluster of 2 separate species, C10H19NSi2 in total.

Summary:
frontier orbital gap = 0.338 Ha
HOMO level = -8.570 eV
total charge = 0
ΔE to the lowest compared entry with this formula, charge and spin = 0.000 eV

Last column: Löwdin charge in e.
Cartesian coordinates (Å):
C -4.170 -1.409 -0.128  -0.0928
C -2.934 -1.906 0.080  -0.0883
C -4.370 -0.030 -0.228  -0.0880
C -1.897 -1.040 0.461  -0.1000
C -3.330 0.809 -0.016  -0.1294
C -2.124 0.311 0.500  -0.3200
C -0.271 2.528 -0.839  -0.2303
C 1.460 -1.409 -1.166  -0.1989
C 3.513 -1.426 1.211  -0.1992
C 3.285 1.251 -0.468  -0.1780
N 1.008 -0.065 1.420  -0.1848
Si -0.728 1.573 0.749  0.8609
Si 2.222 -0.286 0.213  0.4001
H -4.873 -2.177 -0.437  0.1097
H -2.803 -2.906 -0.025  0.0729
H -5.399 0.241 -0.504  0.1145
H -0.861 -1.507 0.730  0.1102
H -3.493 1.815 -0.212  0.0779
H 0.080 1.855 -1.653  0.0345
H -1.186 3.136 -1.228  0.0663
H 0.527 3.148 -0.648  -0.0301
H 2.223 -1.769 -1.824  0.0011
H 0.938 -2.327 -0.704  0.0529
H 0.745 -0.988 -1.839  -0.0071
H 3.196 -1.568 2.237  -0.0104
H 3.571 -2.444 0.716  0.0258
H 4.516 -0.878 1.277  0.0280
H 4.190 0.947 -0.781  -0.0470
H 2.748 1.673 -1.370  0.0323
H 3.554 1.876 0.368  0.0149
H 1.291 0.524 2.188  -0.0549
H -0.625 2.449 1.920  -0.0427